(1)
13
Properties=species:S:1:pos:R:3:forces:R:3:lowdin_charge:R:1 method="wB97M-V/def2-TZVPD" mol_weight_g_mol=98.11 relative_energy_ev=2.209 lumo_ev="0.98 / -0.16" homo_ev="-4.716 / -10.237" largest_force_ev_per_a=6.90 energy_ha=-336.70667 orbital_gap_ev="5.692 / 10.079" spin_multiplicity=3
C -1.907 0.235 0.927 -0.115 3.621 -1.614 0.045
C 0.587 -0.036 -0.191 -2.518 -4.455 4.626 -0.281
C 0.909 -1.506 0.093 -1.345 2.346 -1.373 -0.047
N 0.353 1.976 -1.058 -2.935 0.481 0.960 -0.010
N -0.746 1.779 -0.417 1.336 0.447 -0.412 0.006
N 1.112 0.855 -0.986 2.818 2.437 -3.526 -0.024
N -0.772 0.560 0.199 2.915 0.552 -2.435 -0.138
H -1.994 -0.571 1.558 0.108 -1.588 1.178 0.013
H -2.473 1.215 0.984 0.172 -1.827 0.322 0.080
H 0.676 -2.182 -0.740 -0.475 -0.181 0.040 0.066
H 0.303 -1.667 0.977 0.414 -0.852 0.152 0.064
H 1.958 -1.587 0.200 1.098 -0.247 0.822 0.050
H 1.994 0.931 -1.547 -1.473 -0.735 1.258 0.176

***

(2)
7
Properties=species:S:1:pos:R:3:forces:R:3:lowdin_charge:R:1 method="wB97M-V/def2-TZVPD" mol_weight_g_mol=142.43 relative_energy_ev=0.000 lumo_ev=4.71 homo_ev=-1.939 largest_force_ev_per_a=1.01 energy_ha=-1140.79113 orbital_gap_ev=6.644 charge=-2
C 2.256 -2.382 -2.469 -0.509 0.540 -0.528 -0.017
O 1.072 -0.198 0.123 -0.316 0.311 -0.082 -0.423
O -1.116 1.176 -0.147 0.378 -0.130 -0.073 -0.399
O 1.650 -1.756 -3.191 0.486 -0.497 0.579 0.007
O 0.163 1.192 2.066 0.198 0.346 0.828 -0.383
P 0.045 0.738 0.675 -0.132 -0.601 -0.798 0.214
Cl -8.055 3.404 6.521 -0.104 0.032 0.075 -1.000

***

(3)
18
Properties=species:S:1:pos:R:3:forces:R:3:lowdin_charge:R:1 method="wB97M-V/def2-TZVPD" mol_weight_g_mol=120.13 relative_energy_ev=1.083 lumo_ev=3.87 homo_ev=-4.104 largest_force_ev_per_a=0.98 energy_ha=-438.94542 orbital_gap_ev=7.976 charge=-1
C -0.516 -0.900 1.150 -0.042 -0.201 0.664 -0.130
N 0.396 -1.105 0.053 0.240 0.154 0.064 -0.259
C -0.164 -1.971 -0.958 -0.505 -0.256 -0.800 -0.132
C 0.870 0.166 -0.493 0.712 0.151 -0.304 -0.155
C -0.229 1.046 -1.117 -0.211 0.301 0.295 -0.696
O -0.578 0.758 -2.273 -0.098 -0.018 -0.120 -0.053
O -0.702 1.952 -0.365 -0.059 -0.098 -0.370 -0.098
H -1.432 -0.370 0.885 -0.276 0.098 -0.311 0.080
H -0.050 -0.288 1.932 0.128 -0.159 -0.069 0.077
H -0.804 -1.865 1.592 0.140 0.143 -0.086 0.077
H 0.121 -1.630 -1.959 0.256 -0.194 0.250 0.075
H -1.261 -1.924 -1.010 -0.103 0.095 0.188 0.078
H 0.093 -3.034 -0.825 0.150 0.245 0.142 0.069
H 1.404 0.722 0.280 -0.220 -0.032 0.250 0.102
H 1.621 -0.036 -1.266 -0.185 -0.205 0.015 0.111
H 0.180 2.919 0.729 -0.020 -0.071 -0.108 -0.017
H 0.416 2.387 2.075 0.087 0.029 0.240 -0.003
O 0.634 3.174 1.570 0.004 0.019 0.058 -0.126

***

(4)
105
Properties=species:S:1:pos:R:3:forces:R:3:lowdin_charge:R:1 method="wB97M-V/def2-TZVPD" mol_weight_g_mol=1176.95 relative_energy_ev=0.111 lumo_ev=3.19 homo_ev=-1.779 largest_force_ev_per_a=0.52 energy_ha=-3618.46354 orbital_gap_ev=4.968 charge=-2
Rb -0.003 -1.445 0.025 0.017 -0.045 -0.521 0.579
O 0.158 -9.200 -2.526 0.012 0.007 0.008 -0.062
C 0.789 -8.293 -3.104 -0.040 0.017 -0.024 -0.697
O 1.588 -8.350 -4.059 0.011 0.001 0.013 -0.059
C 0.534 -6.867 -2.550 0.016 -0.015 0.006 -0.096
C -0.317 -6.655 -1.477 -0.003 -0.018 -0.005 0.037
C -0.488 -5.366 -0.987 0.009 0.021 -0.002 -0.213
N 0.124 -4.300 -1.509 0.010 0.004 0.015 0.144
C 0.937 -4.496 -2.549 -0.010 -0.007 -0.018 -0.199
C 1.169 -5.760 -3.087 0.015 0.001 0.009 0.039
C 1.637 -3.292 -3.102 -0.013 0.001 -0.007 -0.214
C 2.213 -3.307 -4.370 -0.019 -0.009 -0.016 -0.020
C 2.899 -2.185 -4.809 0.009 0.008 -0.004 -0.072
C 2.998 -1.085 -3.977 -0.013 0.012 0.020 -0.067
C 2.380 -1.149 -2.736 -0.085 -0.004 -0.082 -0.170
N 1.708 -2.216 -2.316 0.093 -0.050 0.114 0.061
C -1.348 -5.129 0.211 0.049 0.022 0.016 -0.220
C -2.456 -5.933 0.474 -0.005 -0.021 -0.006 -0.018
C -3.184 -5.714 1.630 -0.022 -0.006 0.003 -0.076
C -2.803 -4.693 2.485 0.019 -0.062 -0.054 -0.077
C -1.705 -3.923 2.131 0.031 0.066 0.084 -0.130
N -0.988 -4.138 1.030 -0.010 0.036 -0.014 0.084
H -0.794 -7.517 -1.030 -0.001 0.004 0.004 0.112
H 1.857 -5.932 -3.903 0.000 0.000 -0.001 0.106
H 2.114 -4.172 -5.010 -0.003 -0.004 0.006 0.104
H 3.341 -2.173 -5.798 0.001 0.003 0.001 0.100
H 3.506 -0.180 -4.282 0.000 -0.001 -0.007 0.097
H 2.401 -0.300 -2.062 0.007 -0.001 0.015 0.072
H -2.737 -6.710 -0.224 0.003 0.003 0.000 0.110
H -4.049 -6.329 1.852 0.001 -0.001 -0.004 0.101
H -3.352 -4.472 3.390 -0.002 0.000 0.007 0.098
H -1.388 -3.079 2.737 -0.034 0.006 0.006 0.088
C 0.267 -0.870 5.110 0.001 0.006 -0.001 -0.038
C -0.200 0.371 4.407 0.021 0.025 0.013 -0.288
N -0.075 1.530 5.018 0.001 0.000 -0.004 0.089
C -0.519 2.638 4.393 0.013 -0.011 -0.011 -0.151
C -1.066 2.622 3.130 0.003 0.025 0.010 -0.169
C -1.531 3.911 2.501 -0.024 0.029 0.001 -0.205
O -2.946 3.981 2.308 0.016 -0.036 0.014 -0.057
C -1.210 1.394 2.462 -0.030 0.048 0.012 -0.096
C -1.737 1.408 1.085 -0.055 -0.021 0.040 -0.111
N -2.604 0.694 0.478 0.071 -0.002 0.021 0.086
C -3.381 -0.307 1.070 -0.010 -0.022 0.076 -0.340
C -3.863 -0.243 2.381 0.006 0.037 -0.004 -0.012
C -4.733 -1.199 2.869 -0.018 -0.026 0.000 -0.082
C -5.136 -2.256 2.064 0.002 0.013 -0.001 -0.117
C -4.670 -2.340 0.761 -0.005 -0.002 -0.007 -0.171
C -3.818 -1.364 0.265 -0.008 -0.025 -0.021 -0.635
I -3.210 -1.482 -1.734 -0.041 0.006 0.058 0.927
C -0.769 0.202 3.092 -0.038 -0.110 0.004 -0.383
O -0.833 -0.950 2.557 0.005 -0.009 0.169 -0.207
H 0.722 -0.604 6.065 0.002 0.000 -0.004 0.068
H 0.974 -1.427 4.490 -0.001 -0.007 0.000 0.054
H -0.570 -1.551 5.284 -0.004 -0.003 -0.001 0.078
H -0.415 3.574 4.933 -0.001 -0.001 0.005 0.097
H -1.014 4.085 1.551 0.015 -0.013 -0.005 0.100
H -1.281 4.741 3.162 0.003 -0.006 -0.003 0.115
H -3.186 3.340 1.628 -0.003 0.013 -0.015 0.069
H -1.309 2.187 0.454 0.046 0.044 -0.038 0.092
H -3.548 0.580 3.009 -0.001 0.000 0.000 0.120
H -5.093 -1.122 3.888 0.001 0.004 -0.001 0.099
H -5.807 -3.016 2.444 -0.002 -0.001 0.003 0.097
H -4.968 -3.162 0.125 0.000 -0.002 -0.003 0.089
N 2.695 1.040 2.800 0.030 -0.020 0.026 0.184
C 2.338 2.245 2.222 -0.011 -0.021 -0.022 -0.194
C 2.253 3.538 2.726 0.001 0.008 0.000 -0.036
C 1.890 4.526 1.831 -0.012 -0.015 -0.010 -0.102
C 1.617 4.238 0.482 -0.002 0.026 0.010 -0.082
C 1.702 2.951 -0.010 -0.005 -0.056 -0.018 -0.005
C 2.069 1.943 0.883 0.040 0.053 0.049 -0.210
N 2.242 0.583 0.659 0.102 0.025 -0.010 0.163
C 2.605 0.092 1.810 -0.088 0.043 0.025 -0.292
C 2.913 -1.323 2.031 -0.024 -0.017 -0.023 -0.328
C 3.394 -1.893 3.170 0.002 0.004 -0.003 -0.369
S 3.526 -3.585 2.960 0.000 0.008 0.001 1.015
C 2.940 -3.412 1.350 0.000 0.034 0.011 -0.441
N 2.677 -2.200 0.999 -0.040 0.015 0.087 0.001
H 2.677 0.852 3.789 -0.010 -0.004 0.000 0.150
H 2.440 3.755 3.770 0.001 0.004 0.000 0.106
H 1.800 5.548 2.180 0.001 0.002 0.002 0.097
H 1.324 5.038 -0.189 0.003 -0.002 -0.003 0.099
H 1.475 2.712 -1.043 -0.006 0.008 -0.007 0.045
H 3.655 -1.416 4.100 0.005 -0.018 0.010 0.073
H 2.790 -4.262 0.697 0.018 -0.026 0.024 0.089
C 1.000 8.036 -3.409 -0.002 -0.011 0.001 -0.076
C 0.722 6.557 -3.341 -0.008 0.023 0.022 -0.303
C -0.332 6.050 -2.597 -0.001 -0.001 -0.016 -0.050
C -0.604 4.684 -2.531 -0.033 0.020 -0.061 -0.339
C -1.763 4.233 -1.694 0.005 -0.033 0.045 -0.108
C 0.194 3.758 -3.230 0.128 0.005 -0.122 -0.586
Te -0.218 1.662 -3.191 -0.107 0.126 0.004 0.635
C 1.277 4.273 -3.975 0.022 -0.021 0.039 -0.330
C 2.207 3.380 -4.752 -0.006 0.024 -0.027 -0.123
C 1.515 5.644 -4.021 0.047 -0.026 0.040 -0.047
H 0.304 8.593 -2.779 0.001 0.000 0.001 0.063
H 0.902 8.416 -4.430 0.000 0.002 -0.002 0.068
H 2.014 8.268 -3.073 0.003 0.001 0.000 0.069
H -0.971 6.737 -2.047 -0.003 -0.003 0.005 0.102
H -2.269 5.079 -1.224 -0.006 0.015 -0.014 0.072
H -1.397 3.563 -0.916 -0.056 -0.059 0.047 0.026
H -2.476 3.648 -2.278 0.014 -0.006 0.000 0.059
H 2.316 2.414 -4.260 0.033 0.003 0.025 -0.002
H 3.186 3.852 -4.869 -0.015 0.013 -0.023 0.064
H 1.804 3.173 -5.748 -0.024 -0.042 0.019 0.076
H 2.360 6.007 -4.603 -0.001 -0.002 -0.001 0.106